[1]
Density functional theory data (the ωB97M-V functional and the def2-TZVPD basis) for a gas-phase ion, C9H10NO2 (charge +1) in a non-equilibrium geometry.

Geometry as ORCA input:
```
! RIJCOSX wB97M-V def2-TZVPD def2/J DEFGRID3
* xyz 1 1
H 3.2324 1.1272 -0.1069
C 1.9580 -0.5762 0.2801
N 2.9589 -1.4361 0.3062
C 1.1972 1.7013 0.0470
C -2.3723 -1.1717 -0.7470
O -1.7450 -0.3475 -1.6734
H -0.9660 3.2403 0.0398
H 1.3888 2.7493 -0.1264
H -2.1847 -0.4488 -2.5267
H 2.8117 -2.4210 0.4755
C -1.8133 -0.5698 0.8206
C -0.1682 1.2924 0.2676
C -1.1729 2.1993 0.2294
C -0.4115 -0.1182 0.5019
C 2.2126 0.8111 0.0549
H -2.0101 -2.2029 -0.7575
H -2.2026 1.9221 0.3816
H -3.4622 -1.1240 -0.7616
H 0.4342 -2.0569 0.6627
C 0.6160 -1.0068 0.4882
H 3.9124 -1.1275 0.1743
O -2.2135 -0.4357 1.9697
*
```

- SMILES string: C=C1C=CC(=[NH2+])C=C1C(=O)CO
- Frontier orbital gap: 0.288 hartree
- ΔE to the lowest compared entry with this formula, charge and spin: 0.7545 eV
- DFT total energy: -15071.8173 eV

natural (NBO) atomic charge list, values in e, 4 entries: H 0.24; C 0.36; N -0.67; C -0.03


[2]
Density functional theory data (the ωB97M-V functional and the def2-TZVPD basis) for a molecular structure, C9H10NO6 in a non-equilibrium geometry.

Geometry as ORCA input:
```
! RIJCOSX wB97M-V def2-TZVPD def2/J DEFGRID3
* xyz -1 1
H -2.1490 2.5200 3.0624
H -2.8350 1.5084 1.7656
C 0.6741 -0.8752 -1.0469
C 2.6026 2.8007 -0.2174
H 3.3980 2.0697 -0.0273
H 2.2070 0.5413 -1.3366
H -2.4566 -3.8747 -0.5974
O -2.2830 -2.5977 0.2294
H 2.9076 3.7747 0.1673
O 1.4248 2.4728 0.4608
C -1.0139 -0.2189 0.5831
H 0.7781 -2.6766 -2.2090
C 0.8356 1.2589 0.1400
C 1.3068 0.3564 -0.7703
N -1.1218 -2.3666 -0.2421
C -1.9795 1.6445 2.4357
H 2.4398 2.8736 -1.3000
O -0.8021 1.9079 1.7230
C -0.3696 0.9568 0.8331
H -1.8794 0.7572 3.0696
O -0.8519 -3.6042 -1.4486
O -1.9565 -4.4145 -1.3090
C 1.2809 -1.7154 -2.0385
C -0.5154 -1.1964 -0.3360
H -1.9271 -0.4795 1.0933
O 2.2857 -1.4232 -2.6841
*
```

- Frontier orbital gap (alpha / beta): 0.225 / 0.225 hartree
- ΔE to the lowest compared entry with this formula, charge and spin: 0.0000 eV
- DFT total energy: -23264.4580 eV

natural (NBO) atomic charge list, values in e, 4 entries: H 0.18; H 0.18; C -0.24; C -0.24


- Which formula does entry 2 have?
  C9H10NO6


- What is the formula in the second record?
  C9H10NO6


- Which value of DFT total energy does entry 1 give?
  -15071.8173 eV